1.
DFT (ωB97M-V/def2-TZVPD) results for an isolated ion of composition C3H4NO and charge +1 in a non-equilibrium geometry.

Last column: natural (NBO) charge in e.
Atoms and positions in Å:
H1 1.6268 0.8473 0.1093  0.288
H2 1.1282 -1.5101 0.5630  0.367
C1 -0.5754 1.0779 -0.0345  0.196
H3 -0.8344 2.1811 0.1180  0.283
H4 0.2734 -1.3276 -0.9871  0.448
C2 0.6271 0.4387 0.0449  -0.188
O1 -1.5745 0.2633 0.0177  -0.152
N1 -1.0256 -1.0740 0.0912  0.174
C3 0.3544 -0.8965 0.0775  -0.416

Forces on atoms 1 to 6 (eV/Å):
H -0.3 0.3 -0.1
H -0.9 -0.7 0.0
C 1.4 3.9 1.4
H 0.4 -1.7 -0.7
H 0.0 0.0 -0.3
C 1.0 3.4 -0.6

Kohn-Sham gap (spin up / spin down), eV: 8.9850 / 8.9822
Total charge: +1
Energy relative to the best compared isomer or geometry (same formula, charge and spin), kJ/mol: 357.85



2.
DFT (ωB97M-V/def2-TZVPD) results for one molecule with the formula C4H9N5 in a non-equilibrium geometry.

Last column: natural (NBO) charge in e.
Atoms and positions in Å:
H1 0.7203 0.2520 2.8967  0.394
N1 -0.0254 -0.1897 2.3741  -0.827
N2 0.9562 -0.2774 -1.9125  -0.836
H2 -1.3115 -2.2022 -0.7889  0.402
C1 -0.1814 0.2627 -1.3797  0.380
C2 -0.8497 -0.4510 0.1097  0.107
C3 0.7193 1.2437 0.4627  0.085
N3 1.9944 1.3572 0.7749  -0.621
H3 -0.3673 -1.1119 2.6159  0.398
N4 -1.0828 0.7103 -2.1871  -0.714
C4 -0.1764 0.2061 1.0735  0.039
H4 -2.4218 -1.6475 0.3691  0.388
H5 1.1025 -0.0352 -2.8862  0.394
H6 -1.9118 1.0049 -1.6661  0.340
H7 1.7990 -0.1997 -1.3514  0.393
N5 -1.4563 -1.6505 0.0545  -0.861
H8 0.2067 2.1153 0.0309  0.218
H9 2.2863 0.6130 1.4098  0.321

Forces on atoms 1 to 6 (eV/Å):
H -0.4 -0.4 0.1
N -0.2 0.4 0.5
N 1.0 -0.1 0.4
H -0.1 0.4 0.3
C -5.0 -2.8 -0.1
C 4.3 4.2 -2.5

Kohn-Sham gap, eV: 7.8546
Total charge: 0
Energy relative to the best compared isomer or geometry (same formula, charge and spin), kJ/mol: 306.86



3.
DFT (ωB97M-V/def2-TZVPD) results for a 5-piece molecular cluster, C4H17O5S2 overall in a non-equilibrium geometry.

Last column: natural (NBO) charge in e.
Atoms and positions in Å:
H1 1.2468 -0.6325 3.2420  0.181
H2 -1.4929 -0.7702 -0.8712  0.487
H3 -0.9751 2.5104 -0.3024  0.509
C1 -0.0644 0.7158 2.2110  -0.037
H4 -1.3736 -0.7017 -2.6513  0.502
H5 0.2563 -2.1056 1.5627  0.214
H6 -0.8715 0.7253 -0.2723  0.511
S1 3.1468 -1.7165 -1.2510  0.032
O1 -0.2400 1.3189 0.9811  -0.979
H7 -1.0076 0.4464 2.6808  0.155
S2 2.5761 -2.2304 0.6218  0.025
H8 -2.2163 2.4896 -1.2746  0.461
H9 2.2835 0.6306 -0.8718  0.239
H10 -2.0292 0.7352 0.8000  0.513
O2 -0.9821 0.0244 -1.0619  -1.085
O3 -1.4342 -1.4573 -3.2769  -0.988
C2 2.2913 -0.1299 -1.6610  -0.743
H11 -3.4011 0.1189 0.2552  0.458
C3 1.0321 -1.4086 1.1643  -0.572
H12 0.4734 1.5030 2.8136  0.130
C4 1.1666 -0.3077 2.2100  -0.428
H13 2.8726 0.3396 -2.4563  0.213
H14 1.2830 -0.3027 -2.0729  0.245
H15 -0.6150 -1.9512 -3.1217  0.462
H16 0.5683 -0.8306 0.3749  0.280
O4 -2.6536 -0.0772 0.8380  -1.004
O5 -1.8918 2.8378 -0.4406  -0.974
H17 2.0519 0.2261 1.8304  0.194

Forces on atoms 1 to 6 (eV/Å):
H 0.6 -0.3 0.2
H 0.0 0.7 1.0
H -0.7 0.2 0.3
C 3.0 1.7 -0.8
H 0.2 -0.1 -0.3
H 0.8 -0.2 -0.8

Kohn-Sham gap, eV: 7.4455
Total charge: -1
Energy relative to the best compared isomer or geometry (same formula, charge and spin), kJ/mol: 82.82